DFT (ωB97M-V with the def2-TZVPD basis set) results for C7H15OP in the gas phase at a distorted geometry.

HOMO (alpha / beta): -7.380 / -7.379 eV
Charge: 0
Kohn-Sham gap (alpha / beta): 0.2738 / 0.2738 Ha

Atoms and positions in Å:
C: 0.598 -0.507 0.819
C: 0.797 0.840 0.107
C: 1.268 -1.729 0.285
C: 0.828 -0.388 2.291
C: -2.136 -0.734 -1.914
C: 1.998 1.158 -0.821
C: -1.990 1.817 -0.040
O: -0.826 -0.667 0.586
P: -0.847 0.450 -0.611
H: 1.159 -1.963 -0.846
H: 0.858 -2.707 0.624
H: 2.253 -1.820 0.539
H: 0.574 0.591 2.669
H: 1.866 -0.479 2.553
H: 0.294 -1.145 2.910
H: -2.315 -0.269 -2.900
H: -2.966 -1.177 -1.350
H: -1.497 -1.593 -2.246
H: 1.675 2.143 -1.200
H: 2.348 0.560 -1.620
H: 2.816 1.467 -0.077
H: -2.626 1.925 -0.924
H: -1.647 2.784 0.355
H: -2.482 1.442 0.812

***

DFT (ωB97M-V with the def2-TZVPD basis set) results for 2 unconnected molecules or ions with the total composition C7H16.

HOMO: -9.280 eV
Charge: 0
Kohn-Sham gap: 0.3828 Ha

Atoms and positions in Å:
C: -0.969 1.621 -0.101
C: -0.956 0.290 -0.030
C: -2.151 -0.517 -0.483
C: 0.183 -0.513 0.581
C: -0.196 -0.836 2.033
C: 1.576 0.130 0.531
C: 2.192 0.254 -0.862
H: -1.826 2.150 -0.512
H: -0.139 2.233 0.241
H: -2.763 0.039 -1.199
H: -1.844 -1.454 -0.960
H: -2.792 -0.783 0.366
H: 0.246 -1.462 0.025
H: 0.572 -1.445 2.521
H: -0.306 0.098 2.595
H: -1.147 -1.376 2.093
H: 2.238 -0.491 1.150
H: 1.550 1.114 1.019
H: 2.198 -0.714 -1.378
H: 3.230 0.598 -0.797
H: 1.643 0.961 -1.491
H: -0.193 -0.210 -2.925
H: -0.347 0.310 -2.417

***

DFT (ωB97M-V with the def2-TZVPD basis set) results for 3 unconnected molecules or ions with the total composition C7H16B3Br4O6P.

HOMO: -8.757 eV
Charge: 0
Kohn-Sham gap: 0.3341 Ha

Atoms and positions in Å:
O: -0.912 -1.478 0.729
P: -0.802 -0.025 1.513
O: -0.917 -0.474 3.093
B: 1.145 0.271 1.332
O: 2.086 -0.715 1.575
B: 3.432 -0.436 1.384
O: 3.788 0.720 0.732
B: 2.753 1.468 0.187
C: 2.869 2.117 -1.231
C: 4.137 1.710 -1.915
C: 4.120 1.513 -3.368
O: 4.137 0.406 -2.461
O: 1.586 1.517 0.940
H: -0.076 -1.878 0.470
H: -0.242 -1.098 3.390
H: 4.258 -1.174 1.801
H: 2.045 1.736 -1.842
H: 2.821 3.208 -1.189
H: 5.065 2.070 -1.464
H: 3.162 1.723 -3.833
H: 5.031 1.616 -3.946
Br: -3.435 -6.597 1.438
C: -3.675 -4.798 2.136
C: -2.493 -3.912 1.849
Br: -0.981 -4.327 3.001
H: -3.861 -4.902 3.200
H: -4.561 -4.405 1.644
H: -2.734 -2.872 2.048
H: -2.141 -4.008 0.828
Br: -4.889 1.663 -0.689
C: -3.736 3.183 -1.045
C: -2.695 2.869 -2.089
Br: -1.286 1.746 -1.359
H: -3.289 3.463 -0.097
H: -4.390 3.979 -1.395
H: -2.208 3.781 -2.427
H: -3.113 2.340 -2.939

***

DFT (ωB97M-V with the def2-TZVPD basis set) results for a molecular structure, C7H16BCl2GaNO2 at a distorted geometry.

HOMO: -4.978 eV
Charge: -1
Kohn-Sham gap: 0.2919 Ha

Atoms and positions in Å:
C: -2.252 -0.497 -4.148
C: -1.509 0.090 -2.936
Cl: -1.738 1.805 -2.533
C: -0.728 -0.639 -2.163
Cl: -0.558 -2.382 -2.605
Ga: 0.235 0.160 -0.490
C: 1.138 -1.371 0.546
C: 0.427 -1.884 1.856
C: -0.575 -0.912 2.492
N: -1.074 -1.373 3.812
C: 1.656 1.569 -0.985
B: 1.785 2.533 0.246
O: 0.619 3.238 0.681
O: 2.968 2.720 0.970
H: -1.574 -1.083 -4.778
H: -2.996 -1.193 -3.721
H: -2.779 0.307 -4.677
H: -0.923 0.925 0.321
H: 2.156 -1.016 0.803
H: 1.261 -2.235 -0.131
H: 1.227 -2.070 2.604
H: -0.023 -2.862 1.615
H: -1.448 -0.852 1.821
H: -0.136 0.102 2.507
H: -0.368 -1.125 4.508
H: -1.859 -0.765 4.044
H: 1.457 2.120 -1.918
H: 2.617 1.021 -1.076
H: 0.294 2.747 1.453
H: 2.702 2.923 1.881

***

DFT (ωB97M-V with the def2-TZVPD basis set) results for a molecular structure, C7H16ClIN2O3PPt at a distorted geometry.

Multiplicity: 5
HOMO (alpha / beta): -16.503 / -19.372 eV
Charge: +3
Kohn-Sham gap (alpha / beta): 0.1943 / 0.1895 Ha

Atoms and positions in Å:
C: -1.856 2.024 -1.518
C: -2.175 2.204 -0.123
H: -2.657 1.810 -2.221
H: -1.113 1.252 -1.487
H: -1.363 3.003 -1.873
O: -3.272 2.245 0.486
I: -2.566 1.929 2.642
Pt: 1.912 -0.670 -0.579
P: 1.300 -2.903 -0.367
C: -0.017 -3.621 0.697
C: 0.856 -3.163 -2.099
H: 3.668 -2.643 -0.124
H: 3.160 -4.259 0.660
H: 2.864 -2.633 1.400
C: 2.900 -3.190 0.449
H: 1.407 -2.410 -2.699
H: 1.064 -4.184 -2.418
H: -0.068 -4.716 0.613
H: -0.976 -3.186 0.394
H: -0.215 -2.918 -2.239
H: 0.144 -3.337 1.739
C: 0.421 -0.572 0.536
O: -0.613 -0.500 1.101
Cl: 3.388 -0.490 -2.326
N: -1.500 4.504 0.399
C: -0.763 3.549 0.976
N: 0.133 3.717 1.994
O: -0.920 2.306 0.540
H: -1.480 5.454 0.728
H: -2.243 4.211 -0.273
H: 0.680 2.870 2.213
H: -0.100 4.318 2.780

***

DFT (ωB97M-V with the def2-TZVPD basis set) results for 2 unconnected molecules or ions with the total composition C7H16N at a distorted geometry.

HOMO: -12.144 eV
Charge: +1
Kohn-Sham gap: 0.3105 Ha

Atoms and positions in Å:
C: -1.298 1.240 -1.771
C: -1.124 -0.175 -1.228
C: -1.816 -1.247 -1.596
C: -1.720 -2.638 -0.973
H: -2.164 1.169 -2.470
H: -1.529 1.955 -0.970
H: -0.425 1.599 -2.352
H: -0.438 -0.208 -0.348
H: -2.543 -1.150 -2.449
H: -0.817 -2.615 -0.239
H: -2.579 -2.920 -0.440
H: -1.478 -3.431 -1.737
C: 1.473 -0.713 1.311
C: 1.525 0.763 1.066
C: 1.554 1.624 0.031
N: 1.522 1.408 2.484
H: 1.597 -1.195 0.337
H: 2.238 -1.122 2.007
H: 0.443 -0.934 1.664
H: 1.584 2.650 0.306
H: 1.344 1.373 -1.041
H: 2.489 1.337 2.836
H: 0.918 0.837 3.082
H: 1.243 2.393 2.491